# 1
22
Properties=species:S:1:pos:R:3:lowdin_charge:R:1 method="wB97M-V/def2-TZVPD" multiplicity=1 energy_ha=-345.85177 de_lowest_kj_mol=246.6 lumo_ev=-3.06 gap_ev=10.4 total_charge=+1
C -0.387 -0.501 1.440 -0.313
N -1.219 -1.629 1.296 -0.029
C -1.059 0.669 0.639 -0.193
N -0.956 0.723 -0.759 0.044
C 0.413 0.856 -1.257 -0.240
C 1.393 1.681 -0.551 -0.088
H -0.141 -0.156 2.438 0.118
H 0.565 -0.878 0.963 0.105
H -2.047 -1.435 1.876 0.087
H -0.704 -2.571 1.562 0.147
H -2.189 0.626 0.993 0.174
H -0.754 1.538 1.283 0.142
H -1.259 -0.200 -1.085 0.185
H -1.650 1.346 -1.194 0.204
H 0.383 1.227 -2.354 0.168
H 0.795 -0.176 -1.423 0.096
H 1.376 1.416 0.563 0.097
H 2.339 1.454 -1.066 0.102
H 1.393 2.800 -0.428 0.107
H 0.565 -2.721 -0.786 0.073
H 1.970 -2.109 -1.346 0.086
O 1.172 -1.959 -0.804 -0.075


# 2
98
Properties=species:S:1:pos:R:3:lowdin_charge:R:1 method="wB97M-V/def2-TZVPD" multiplicity=1 energy_ha=-2241.70032 de_lowest_kj_mol=559.9 lumo_ev=1.31 gap_ev=4.3 total_charge=-1
C -1.238 -2.148 -0.498 -0.040
C -0.558 -0.978 -1.380 -0.460
C -1.763 -0.227 -1.967 -0.202
C -2.626 0.630 -1.072 -0.187
C -1.616 1.583 -0.351 -0.157
C -0.329 0.921 0.247 -0.443
N 0.331 0.024 -0.799 -0.197
O 1.585 -0.477 -0.231 -0.357
C -0.669 0.220 1.673 -0.025
C 0.603 2.128 0.482 -0.083
C 0.276 -1.675 -2.613 -0.022
H -0.391 -2.645 -0.025 0.060
H -1.717 -2.868 -1.162 0.058
H -2.018 -1.889 0.219 0.054
H -2.291 -0.966 -2.571 0.097
H -1.437 0.392 -2.803 0.108
H -3.144 0.017 -0.335 0.086
H -3.489 1.177 -1.454 0.094
H -2.289 2.055 0.365 0.097
H -1.298 2.415 -0.979 0.096
H -0.468 -0.849 1.742 0.053
H -1.696 0.474 1.936 0.053
H -0.216 0.738 2.518 0.048
H 0.103 2.763 1.215 0.064
H 0.786 2.821 -0.339 0.064
H 1.565 1.747 0.824 0.057
H -0.324 -2.069 -3.433 0.055
H 0.920 -2.458 -2.214 0.051
H 0.964 -0.962 -3.066 0.055
O -0.644 4.875 5.419 -0.041
H -0.962 5.576 5.987 0.035
H -0.973 5.104 4.549 0.017
O 2.674 3.420 5.875 -0.055
H 3.251 4.081 5.493 0.030
H 1.790 3.746 5.707 0.005
O -3.091 1.945 6.674 -0.045
H -2.596 1.867 7.489 0.032
H -2.571 2.539 6.133 0.021
O -5.293 -4.515 1.751 -0.050
H -5.468 -3.793 1.147 0.024
H -6.112 -4.626 2.234 0.026
O 2.927 -5.552 -1.090 -0.057
H 2.017 -5.660 -0.813 0.016
H 3.017 -4.614 -1.259 0.025
O 5.491 -1.340 -2.445 -0.056
H 4.567 -1.288 -2.686 0.022
H 5.522 -1.022 -1.542 0.025
O 0.994 -6.443 1.987 -0.051
H 1.357 -5.801 2.597 0.021
H 1.327 -7.285 2.297 0.026
O -0.952 -6.299 -3.847 -0.052
H -0.954 -6.588 -2.934 0.027
H -1.426 -5.468 -3.836 0.019
O -4.463 -4.733 -3.808 -0.051
H -4.642 -5.512 -3.281 0.030
H -5.070 -4.073 -3.475 0.012
O 4.757 -0.069 -7.016 -0.057
H 4.444 0.295 -6.188 0.021
H 5.648 -0.365 -6.827 0.027
O 1.987 7.207 -2.311 -0.044
H 2.005 6.627 -3.072 0.036
H 1.933 8.088 -2.682 0.031
O 2.878 1.541 -3.695 -0.058
H 2.865 1.279 -2.775 0.021
H 2.132 2.134 -3.786 0.022
O -1.602 -3.190 -7.288 -0.044
H -1.247 -2.308 -7.173 0.035
H -2.537 -3.097 -7.104 0.032
O 4.351 -0.075 3.855 -0.045
H 4.579 0.249 4.726 0.030
H 3.565 0.414 3.615 0.030
O -2.782 5.790 2.581 -0.043
H -2.331 6.424 2.024 0.012
H -3.522 6.276 2.946 0.033
O 2.332 -3.084 3.299 -0.055
H 2.948 -2.478 3.710 0.007
H 2.106 -2.669 2.467 0.028
O 0.898 -5.739 -7.660 -0.057
H 1.020 -5.936 -6.731 0.028
H 0.190 -5.095 -7.678 0.003
O 2.859 7.053 2.310 -0.052
H 2.685 7.926 1.958 0.025
H 2.113 6.526 2.025 0.025
O 1.868 -0.765 6.742 -0.050
H 1.631 0.114 7.038 0.024
H 1.804 -0.722 5.788 0.020
O 5.685 2.145 0.047 -0.054
H 6.105 2.161 0.907 0.024
H 4.879 1.647 0.183 0.024
O -3.890 -1.513 5.422 -0.056
H -3.089 -1.756 4.960 0.030
H -3.732 -0.617 5.721 0.007
O -0.999 7.391 -0.129 -0.050
H -0.207 7.275 -0.653 0.012
H -1.685 6.947 -0.629 0.036
O -6.554 -1.678 -2.724 -0.046
H -7.375 -1.697 -2.232 0.030
H -5.988 -1.092 -2.222 0.029


# 3
65
Properties=species:S:1:pos:R:3:lowdin_charge:R:1 method="wB97M-V/def2-TZVPD" multiplicity=1 energy_ha=-1514.87099 de_lowest_kj_mol=2110.2 lumo_ev=0.45 gap_ev=7.9
C 0.641 5.386 2.755 -0.049
H 1.373 4.789 3.343 0.098
O 1.014 5.169 1.296 -0.127
C 0.704 3.767 0.876 -0.136
C 0.209 2.592 1.545 0.009
C -0.044 1.410 1.206 -0.510
C 0.216 1.109 -0.014 -0.011
C 0.746 2.317 -1.100 -0.229
C 0.882 3.586 -0.538 0.026
H 1.328 4.346 -1.037 0.064
O 0.968 2.192 -2.266 -0.061
C 1.432 3.098 -3.224 -0.012
H 1.707 2.348 -4.205 0.175
H 2.515 3.469 -2.716 0.170
H 0.822 3.816 -3.356 0.008
C 0.087 -0.184 -0.652 -0.307
C -1.209 -0.832 -0.482 -0.122
C -2.340 0.072 -0.886 0.017
C -3.509 -0.159 -0.832 -0.276
C -3.937 -1.432 0.010 0.007
C -2.894 -2.290 0.219 -0.123
C -1.647 -1.771 0.247 -0.031
H -0.763 -2.419 0.492 0.167
O -2.987 -3.442 1.105 -0.081
C -4.165 -3.914 1.010 -0.222
H -3.826 -5.039 1.653 0.159
H -4.782 -4.391 0.367 0.053
H -4.666 -3.345 1.974 0.149
O -5.299 -1.918 0.179 -0.130
C -5.986 -1.085 0.951 -0.156
H -6.956 -1.460 0.946 0.072
H -6.227 -0.100 0.287 0.140
H -5.530 -0.856 1.884 0.092
O -4.715 0.331 -1.208 -0.088
C -4.500 1.591 -1.881 -0.084
H -3.866 1.687 -2.771 0.072
H -5.429 2.049 -2.301 0.086
H -3.936 2.409 -1.001 0.182
H -2.091 1.098 -1.448 0.176
C 1.160 -0.955 -0.198 -0.216
H 1.311 -1.283 0.950 0.181
C 2.518 -0.449 -0.433 -0.140
N 3.700 -1.396 -0.325 -0.240
C 3.833 -2.739 -1.067 -0.032
H 3.636 -2.331 -2.229 0.170
C 5.428 -3.259 -0.875 -0.078
O 5.591 -3.536 0.549 -0.159
C 5.514 -2.378 1.280 -0.159
C 4.022 -1.519 0.955 -0.248
H 3.805 -0.602 1.654 0.154
H 3.270 -2.261 1.417 0.111
H 5.581 -2.452 2.234 0.026
H 6.332 -1.448 0.812 0.180
H 5.435 -4.246 -1.259 0.101
H 6.147 -2.570 -1.143 0.082
H 3.169 -3.237 -0.558 0.033
H 2.659 -0.394 -1.818 0.201
H 2.724 0.440 -0.106 0.056
H 1.176 -1.964 -0.742 0.157
H 0.420 -0.050 -1.569 0.107
O -0.384 0.473 1.919 0.254
H -0.613 -0.269 1.603 -0.008
H -0.010 2.905 2.674 0.155
H 0.676 6.412 2.889 0.045
H -0.440 5.110 2.958 0.101


# 4
14
Properties=species:S:1:pos:R:3:lowdin_charge:R:1 method="wB97M-V/def2-TZVPD" multiplicity=1 energy_ha=-303.62099 de_lowest_kj_mol=711.9 lumo_ev="0.38 / -0.69" gap_ev="8.3 / 6.1"
C -1.546 0.535 0.332 0.001
C 0.831 1.405 -0.257 0.081
N 0.548 -0.546 0.536 -0.108
C -0.870 -0.651 0.029 -0.527
O 1.462 -1.476 0.001 -0.042
N -1.248 -1.671 -0.647 0.137
H 1.744 -1.083 -0.838 0.100
H 0.610 -0.680 1.543 0.146
H -0.479 -2.324 -0.793 0.037
H -2.540 0.668 -0.072 0.055
H -1.320 1.062 1.250 0.048
H 0.387 2.265 0.217 0.015
H 1.871 1.233 -0.011 0.023
H 0.550 1.264 -1.290 0.034


# 5
17
Properties=species:S:1:pos:R:3:lowdin_charge:R:1 method="wB97M-V/def2-TZVPD" multiplicity=1 energy_ha=-384.09108 de_lowest_kj_mol=153.7 lumo_ev=0.82 gap_ev=10.5 smiles="O=CCCCO.O"
O -0.390 -0.550 -1.782 0.043
C 0.070 0.403 -1.200 -0.264
C 0.211 0.437 0.295 -0.154
C -1.141 0.359 1.023 -0.176
C -1.037 -0.352 2.371 -0.289
O -0.260 -1.519 2.389 -0.062
H 0.606 1.141 -1.827 0.110
H 0.948 -0.285 0.651 0.119
H 0.681 1.380 0.598 0.112
H -1.522 1.363 1.235 0.113
H -1.939 -0.070 0.413 0.110
H -2.050 -0.581 2.723 0.112
H -0.711 0.325 3.155 0.115
H -0.600 -2.168 1.764 0.098
O 2.175 0.325 -3.743 -0.067
H 2.684 0.404 -4.558 0.035
H 2.274 -0.613 -3.505 0.046


# 6
81
Properties=species:S:1:pos:R:3:lowdin_charge:R:1 method="wB97M-V/def2-TZVPD" multiplicity=1 energy_ha=-4849.35360 lumo_ev=-3.12 gap_ev=7.4 total_charge=+1
C 0.108 -2.752 -6.425 -0.108
N 0.300 -2.526 -4.995 -0.089
C -0.207 -1.268 -4.479 -0.225
C -0.567 -1.403 -3.045 -0.260
N 0.411 -1.385 -2.187 0.217
C 0.126 -1.490 -0.862 -0.142
C 1.188 -1.479 0.079 -0.185
O 2.466 -1.449 -0.396 0.073
C 0.928 -1.544 1.451 -0.093
C 2.074 -1.591 2.410 -0.119
C 2.160 -2.932 3.146 -0.114
C 3.547 -3.502 3.312 -0.207
C 4.612 -3.220 2.441 -0.030
C 5.879 -3.813 2.636 -0.068
C 6.097 -4.696 3.706 -0.086
C 5.044 -4.980 4.583 -0.071
C 3.780 -4.383 4.388 -0.034
C -0.428 -1.629 1.917 -0.061
B -0.718 -1.693 3.489 -0.741
O -0.199 -0.723 4.309 0.187
O -1.439 -2.691 4.031 0.010
C -2.328 -2.388 5.113 -0.055
C -1.461 -1.664 0.985 -0.564
I -3.474 -1.806 1.526 1.031
C -1.202 -1.590 -0.410 -0.305
N -2.205 -1.626 -1.316 0.058
C -1.909 -1.551 -2.581 -0.440
P -3.465 -1.677 -3.553 0.667
O -2.852 -2.471 -4.822 -0.368
Br -3.460 0.480 -4.297 0.275
H -0.552 -3.587 -6.609 0.074
H 1.052 -2.947 -6.911 0.070
H -0.322 -1.878 -6.897 0.074
H -0.047 -3.302 -4.459 0.099
H 0.582 -0.523 -4.518 0.119
H -1.033 -0.872 -5.059 0.055
H 2.554 -0.759 -1.056 0.110
H 2.981 -1.350 1.895 0.091
H 1.945 -0.824 3.156 0.113
H 1.541 -3.678 2.661 0.138
H 1.761 -2.793 4.141 0.113
H 4.482 -2.558 1.606 0.090
H 6.684 -3.593 1.961 0.094
H 7.051 -5.163 3.856 0.094
H 5.178 -5.657 5.405 0.095
H 2.981 -4.603 5.072 0.105
H 0.091 0.033 3.796 0.100
H -1.807 -2.456 6.055 0.095
H -2.759 -1.404 5.010 0.082
H -3.124 -3.112 5.078 0.091
H -3.334 -2.260 -5.630 0.062
C -0.383 6.776 -0.848 -0.088
C 0.024 5.745 -1.896 -0.250
C -1.134 4.896 -2.433 -0.169
C -2.075 4.200 -1.459 -0.111
N -1.574 2.969 -0.747 -0.251
C -0.553 3.272 0.313 -0.088
C -1.363 3.717 1.512 -0.135
C -2.546 2.741 1.504 -0.117
C -2.742 2.361 0.030 -0.064
C -1.042 1.985 -1.728 0.010
H -0.836 6.320 0.035 0.050
H 0.485 7.337 -0.507 0.083
H -1.098 7.489 -1.259 0.087
H 0.832 5.115 -1.514 0.094
H 0.458 6.267 -2.750 0.116
H -0.750 4.180 -3.162 0.110
H -1.787 5.558 -3.009 0.131
H -2.937 3.851 -2.026 0.135
H -2.446 4.875 -0.690 0.133
H -0.031 2.337 0.518 0.142
H 0.155 4.008 -0.051 0.115
H -1.703 4.746 1.391 0.103
H -0.784 3.676 2.431 0.128
H -3.443 3.177 1.934 0.124
H -2.316 1.848 2.081 0.108
H -3.665 2.743 -0.393 0.134
H -2.711 1.286 -0.119 0.109
H -0.138 2.387 -2.175 0.113
H -1.800 1.806 -2.487 0.039
H -0.810 1.064 -1.204 0.088


# 7
47
Properties=species:S:1:pos:R:3:lowdin_charge:R:1 method="wB97M-V/def2-TZVPD" multiplicity=6 energy_ha=-4759.71507 lumo_ev="-0.79 / -1.05" gap_ev="5.8 / 7.4" s_squared=8.7909
C 3.549 1.349 -2.027 -0.171
C 2.578 2.074 -2.885 -0.173
H 3.983 1.930 -1.205 0.051
H 4.366 0.982 -2.667 0.066
H 3.108 0.453 -1.578 0.063
H 1.575 1.651 -2.782 0.062
H 2.570 3.150 -2.707 0.057
H 2.836 1.951 -3.934 0.058
C 0.423 -2.392 1.789 -0.083
C 0.439 -3.472 2.663 -0.036
C -0.743 -4.206 2.881 -0.035
C -1.930 -3.830 2.232 0.013
H 1.307 -1.792 1.569 0.098
H 1.385 -3.734 3.138 0.112
H -0.731 -5.065 3.544 0.109
H -2.882 -4.346 2.323 0.109
N -0.719 -2.045 1.167 -0.005
C -1.895 -2.713 1.390 -0.180
C -2.986 -2.184 0.602 -0.179
N -2.580 -1.143 -0.193 -0.014
C -3.428 -0.569 -1.069 -0.085
C -5.192 -2.082 -0.383 -0.034
C -4.732 -1.029 -1.198 -0.042
H -3.016 0.245 -1.666 0.129
H -5.371 -0.577 -1.953 0.109
C -4.294 -2.670 0.521 0.008
H -4.539 -3.512 1.168 0.110
H -6.217 -2.431 -0.462 0.110
Mn -0.654 -0.764 -0.334 0.788
C -0.165 -1.818 -1.960 -0.245
H -1.099 -2.066 -2.484 -0.030
H 0.311 -2.730 -1.566 -0.028
H 0.520 -1.264 -2.617 -0.032
Br 2.636 0.916 2.533 0.793
C 2.323 2.476 1.503 -0.606
C 3.379 3.321 1.162 -0.138
C 3.153 4.420 0.324 -0.089
C 1.853 4.735 -0.106 -0.080
C 0.786 3.919 0.270 -0.019
C 1.047 2.766 1.008 -0.190
C -0.003 1.704 1.113 -0.641
O -0.683 1.526 2.117 0.041
O -0.043 1.054 -0.042 -0.177
H 4.362 3.071 1.534 0.095
H 4.013 5.018 0.014 0.105
H 1.651 5.595 -0.741 0.103
H -0.249 4.129 -0.007 0.127


# 8
17
Properties=species:S:1:pos:R:3:lowdin_charge:R:1 method="wB97M-V/def2-TZVPD" multiplicity=1 energy_ha=-346.91609 de_lowest_kj_mol=287.1 lumo_ev=0.91 gap_ev=10.4 smiles="CC(=O)[C@H]1CCO1.[H][H]"
C 1.788 1.366 0.677 0.000
C 1.176 0.097 0.142 -0.396
O 1.744 -0.975 0.168 0.050
C -0.216 0.218 -0.462 -0.279
C -1.228 -0.864 -0.070 -0.087
C -1.970 0.296 0.612 -0.154
O -0.998 1.255 0.150 -0.092
H 2.840 1.193 0.912 0.087
H 1.683 2.182 -0.046 0.093
H 1.247 1.678 1.576 0.092
H -0.100 0.385 -1.544 0.159
H -1.754 -1.324 -0.908 0.108
H -0.827 -1.642 0.582 0.112
H -2.006 0.256 1.707 0.117
H -2.969 0.521 0.225 0.115
H 0.669 -2.596 -2.203 0.049
H 0.955 -2.302 -1.580 0.024